C7H11N | wB97M-V/def2-TZVPD

Values from the calculation:
- SMILES string: NC1=CC=CC1.C=C
- HOMO: -7.3 eV
- LUMO: 1.035 eV

Element x y z (Å)
1 N -0.420 2.029 -1.067
2 C -0.842 -1.025 0.919
3 C 1.824 0.086 -0.041
4 C 1.632 -0.905 0.842
5 C -0.602 0.754 -0.567
6 C -0.961 -1.482 -0.361
7 C -0.892 0.476 0.884
8 C -0.795 -0.404 -1.275
9 H -1.912 0.813 1.114
10 H 1.619 -0.717 1.907
11 H -0.727 -0.507 -2.345
12 H -0.210 0.972 1.575
13 H 1.938 1.114 0.269
14 H -0.997 -1.595 1.819
15 H -1.029 -2.515 -0.659
16 H -0.669 2.789 -0.456
17 H 2.030 -0.116 -1.080
18 H -0.701 2.173 -2.027
19 H 1.713 -1.941 0.549

natural (NBO) population analysis, charges in e, atoms 1 to 8:
1 N -0.81
2 C -0.21
3 C -0.43
4 C -0.40
5 C 0.26
6 C -0.21
7 C -0.50
8 C -0.35